[1]
The following is a DFT calculation (ωB97M-V with the def2-TZVPD basis set) of a molecular structure, C41H63AsGeO3P3RbS4Se at a distorted geometry.

Each line ends with the Mulliken charge.
Element x y z (Å)
Rb: -0.6932 -0.7207 -0.8621  0.099
S: -0.8605 -4.1546 -4.2127  -0.693
As: -1.8254 -3.8688 -2.3114  0.586
S: -2.9825 -2.0302 -2.4575  -0.469
S: -0.3171 -3.7099 -0.7758  -0.515
S: -3.1504 -5.4923 -1.8764  -0.686
O: -1.3957 -0.4378 1.6520  -0.526
P: -2.8560 -0.7012 1.6336  0.400
C: -3.6873 0.0290 0.1838  0.400
P: -3.0159 1.7082 -0.0908  0.559
O: -1.6517 1.7047 -0.6635  0.089
C: -4.2299 2.5187 -1.1590  0.589
C: -3.7394 3.2951 -2.2060  -0.515
C: -4.6044 3.9724 -3.0475  -0.524
C: -5.9762 3.8908 -2.8458  -0.477
C: -6.4731 3.1210 -1.8026  -0.798
C: -5.6091 2.4368 -0.9658  -0.434
C: -3.0211 2.6462 1.4579  0.368
C: -1.7629 2.9757 1.9620  -0.381
C: -1.6340 3.7995 3.0652  -0.419
C: -2.7645 4.3327 3.6685  -0.673
C: -4.0202 4.0273 3.1587  -0.658
C: -4.1515 3.2004 2.0587  -0.251
C: -3.2829 -2.4458 1.5610  0.950
C: -4.4827 -2.9068 1.0247  -0.078
C: -4.7217 -4.2655 0.9500  -0.759
C: -3.7733 -5.1650 1.4168  -0.366
C: -2.5838 -4.7086 1.9596  -0.577
C: -2.3340 -3.3488 2.0283  -0.349
C: -3.6995 -0.0639 3.1111  0.623
C: -2.9097 0.3303 4.1885  -0.302
C: -3.4937 0.7494 5.3721  -0.665
C: -4.8765 0.7744 5.4978  -0.463
C: -5.6687 0.3692 4.4321  -0.654
C: -5.0863 -0.0521 3.2500  -0.423
H: -4.7689 0.0489 0.3169  0.611
H: -3.4494 -0.6156 -0.7084  -1.328
H: -2.6661 3.3352 -2.3516  0.223
H: -4.2158 4.5580 -3.8711  0.413
H: -6.6565 4.4135 -3.5059  0.363
H: -7.5430 3.0436 -1.6528  0.383
H: -6.0166 1.8174 -0.1758  0.244
H: -0.8915 2.5605 1.4717  0.307
H: -0.6516 4.0309 3.4592  0.435
H: -2.6728 4.9833 4.5292  0.377
H: -4.9059 4.4438 3.6236  0.389
H: -5.1364 2.9834 1.6667  0.281
H: -5.2010 -2.2151 0.6007  0.089
H: -5.6228 -4.6274 0.4742  0.301
H: -3.9467 -6.2271 1.3085  0.336
H: -1.8260 -5.4126 2.2760  0.331
H: -1.3823 -2.9750 2.3838  0.300
H: -1.8328 0.3033 4.0702  0.328
H: -2.8726 1.0625 6.2029  0.416
H: -5.3358 1.1064 6.4209  0.378
H: -6.7481 0.3781 4.5299  0.392
H: -5.7146 -0.3967 2.4355  0.309
C: 3.6324 2.3457 -4.0637  -1.618
C: 3.4168 0.8605 -4.3658  0.479
C: 4.6834 0.0926 -3.9823  -1.609
P: 1.9583 0.1814 -3.3967  0.412
C: 1.7023 -1.5251 -4.1309  0.908
C: 2.1590 -1.7939 -5.5639  -1.503
C: 2.2854 -2.5951 -3.2032  -1.265
C: 0.4981 1.1198 -4.1236  0.737
C: 0.5219 1.4418 -5.6166  -1.667
C: 0.2090 2.3855 -3.3070  -0.723
H: 4.5927 2.6793 -4.4721  0.450
H: 3.6440 2.5108 -2.9829  0.239
H: 2.8536 2.9730 -4.4963  0.309
H: 3.2245 0.7256 -5.4333  0.477
H: 4.9708 0.3412 -2.9580  0.249
H: 5.5095 0.3694 -4.6452  0.432
H: 4.5444 -0.9863 -4.0421  0.375
H: 0.6122 -1.6641 -4.0991  0.258
H: 3.2483 -1.8523 -5.6403  0.256
H: 1.8076 -1.0475 -6.2762  0.297
H: 1.7423 -2.7600 -5.8592  0.355
H: 3.3796 -2.6454 -3.2795  0.247
H: 1.8723 -3.5679 -3.4791  0.392
H: 1.9919 -2.4255 -2.1662  0.009
H: -0.3329 0.4251 -3.9486  0.400
H: 1.3274 2.1339 -5.8730  0.180
H: -0.4252 1.9143 -5.8947  0.479
H: 0.6255 0.5420 -6.2184  0.302
H: 1.0176 3.1146 -3.3807  0.160
H: 0.0578 2.1400 -2.2564  -0.228
H: -0.7071 2.8600 -3.6735  0.332
C: 1.8259 0.8455 1.9437  0.415
C: 2.3213 2.2364 1.5829  -0.404
O: 2.3961 2.4611 0.1822  -0.529
H: 1.8593 0.7115 3.0276  0.397
H: 2.4464 0.0826 1.4706  -0.295
H: 0.7949 0.7059 1.6160  -0.458
H: 3.3377 2.3864 1.9545  0.431
H: 1.6794 2.9933 2.0574  0.196
H: 1.5175 2.3448 -0.1981  0.255
C: 7.2670 -3.6483 2.8871  -1.145
Ge: 6.1686 -2.1929 3.6313  0.391
C: 4.6490 -2.9801 4.5980  -1.128
C: 7.2610 -1.0342 4.8105  -1.188
C: 5.5285 -1.0778 2.1358  -0.910
Se: 4.3693 -2.1677 0.9863  -0.068
C: 4.5203 -1.0857 -0.6203  -0.663
H: 7.6782 -4.2725 3.6821  0.364
H: 8.0901 -3.2603 2.2863  0.345
H: 6.6396 -4.2679 2.2468  0.379
H: 4.9836 -3.7793 5.2602  0.360
H: 3.9509 -3.4016 3.8738  0.393
H: 4.1184 -2.2346 5.1903  0.328
H: 7.7031 -1.6042 5.6293  0.355
H: 6.6403 -0.2456 5.2375  0.354
H: 8.0675 -0.5739 4.2388  0.350
H: 6.3774 -0.7418 1.5381  0.424
H: 4.9691 -0.2031 2.4693  0.329
H: 5.5489 -1.1084 -0.9751  0.487
H: 4.2034 -0.0647 -0.4132  0.381
H: 3.8562 -1.5252 -1.3607  -0.158

As for the spin multiplicity: 1. The calculation puts the HOMO-LUMO gap at 3.3 eV. The energy above the lowest of the compared OMol25 structures with the same formula, charge and spin comes out at 25.9 kcal per mole. Its net charge is -2. The HOMO energy comes out at -0.0041 Ha.

=====

[2]
The following is a DFT calculation (ωB97M-V with the def2-TZVPD basis set) of a molecular structure, C41H63F3GeI2LuN4OP3 at a distorted geometry.

Each line ends with the Mulliken charge.
Element x y z (Å)
Lu: 1.7212 4.1298 0.6493  0.400
C: -5.1844 4.3519 -2.6232  -1.432
C: -3.7511 3.7213 -2.8340  0.785
C: -3.6554 3.2523 -4.3877  -1.441
P: -3.1902 2.3228 -1.6549  0.207
C: -1.6788 1.8672 -2.5698  -0.180
N: -1.2017 0.9278 -1.5014  1.165
Ge: -0.1251 1.8293 -0.1470  1.308
N: 1.5987 0.8968 -0.3481  0.244
C: 2.2016 0.3588 -1.4812  -0.044
P: 3.9996 0.3387 -1.4460  -0.249
C: 4.3797 2.0322 -2.1527  1.174
C: 6.0173 2.2668 -2.2792  -1.409
C: 3.7358 2.5120 -3.4743  -1.803
C: 4.4362 -0.7140 -3.0209  0.191
C: 4.4179 -2.1767 -2.5505  -1.474
C: 3.4247 -0.4022 -4.2437  -1.590
C: 1.8359 0.1061 0.8311  0.430
C: 2.9573 0.0517 1.7248  -0.512
C: 2.8402 -0.2941 3.1096  -0.610
C: 1.6033 -0.7658 3.5776  -1.148
C: 0.6060 -0.9490 2.6419  -0.983
C: 0.7578 -0.5977 1.2971  1.079
N: -0.3743 -0.8669 0.4518  0.450
C: -0.3000 -1.2723 -0.9245  -0.911
C: -0.0175 -2.5260 -1.3652  0.094
C: -0.1062 -2.9913 -2.6577  -1.286
C: -0.1966 -1.9707 -3.5901  -0.722
C: -0.6932 -0.7211 -3.2662  -1.144
C: -0.8126 -0.3188 -1.8952  0.529
C: -1.6926 -0.8589 1.1045  -0.439
C: -2.5836 -1.8781 1.2662  -0.322
C: -3.8985 -1.6754 1.7292  -1.059
C: -4.3773 -0.3582 1.9787  -0.694
C: -3.5961 0.7562 1.8298  -0.772
C: -2.1861 0.5048 1.4493  0.354
N: -1.2886 1.5330 1.5190  0.292
C: -1.7297 2.7333 2.3400  -0.678
P: -0.2593 3.9107 2.6994  -0.137
C: -1.0825 -7.3766 3.4544  0.036
C: -0.9211 -7.9999 2.1789  -0.835
C: -0.1922 -7.9773 4.4878  -1.079
C: 3.7806 -5.0210 6.3677  -0.340
C: 3.3716 -5.2073 7.7404  -0.782
C: 3.0095 -5.5991 5.1420  -0.248
C: -4.3299 0.7808 -1.7253  1.517
C: -4.6247 0.1122 -3.0995  -1.410
C: -5.6094 1.2931 -1.0457  -1.660
H: -5.3262 5.4673 -2.8151  0.300
H: -5.5256 4.3133 -1.5610  0.374
H: -5.9345 3.8988 -3.2041  0.356
H: -2.8200 4.4298 -2.5788  0.179
H: -2.9943 2.3876 -4.5630  0.335
H: -3.1436 3.9586 -5.1039  0.263
H: -4.6123 2.8649 -4.7401  0.396
H: -0.9415 2.7347 -2.6799  -0.632
H: -1.7880 1.3781 -3.5356  0.396
H: 1.8233 0.7982 -2.3968  0.469
H: 1.9389 -0.6843 -1.5530  0.065
H: 4.1133 2.9026 -1.4896  -0.376
H: 6.5216 1.3273 -2.4707  0.333
H: 6.4948 2.5434 -1.3475  0.374
H: 6.2500 3.0004 -3.0856  0.377
H: 4.4291 2.3612 -4.2962  0.391
H: 3.6627 3.5920 -3.4114  0.429
H: 2.6908 2.1009 -3.6684  0.331
H: 5.4343 -0.4279 -3.3031  0.770
H: 3.3954 -2.5870 -2.7725  0.206
H: 4.8137 -2.3574 -1.5227  0.353
H: 4.9765 -2.7517 -3.2636  0.485
H: 3.4325 0.6805 -4.4049  0.025
H: 2.4160 -0.7047 -4.3927  0.108
H: 3.7579 -0.9507 -4.9428  0.936
H: 3.9610 0.2752 1.2847  0.202
H: 3.6324 -0.1826 3.8360  0.442
H: 1.4347 -0.7723 4.6396  0.523
H: -0.3019 -1.5226 2.8908  0.371
H: 0.4085 -3.1572 -0.5662  0.396
H: -0.1206 -4.0617 -2.8282  0.424
H: -0.0932 -2.2499 -4.6382  0.373
H: -1.0158 -0.0089 -3.9945  0.337
H: -2.3806 -2.8815 0.9915  0.557
H: -4.6639 -2.4667 1.8202  0.305
H: -5.3772 -0.2510 2.2818  0.516
H: -3.8643 1.7895 1.9186  0.515
H: -2.1638 2.2699 3.2921  0.536
H: -2.5652 3.4633 1.9831  0.169
H: -1.4839 -6.2624 3.6045  0.279
H: -0.8038 -9.1539 2.5012  0.182
H: -0.1255 -7.9360 1.4067  0.268
H: -1.8202 -7.9203 1.5177  0.274
H: 0.8620 -8.0763 4.2101  0.226
H: -0.7069 -9.0366 4.3625  0.334
H: -0.1369 -7.5803 5.4529  0.319
H: 4.4506 -4.1738 6.0481  0.333
H: 2.9569 -4.3245 8.2611  0.254
H: 4.4451 -5.4206 8.2424  0.198
H: 2.6547 -5.9618 7.9404  0.296
H: 3.7158 -6.1896 4.4530  0.302
H: 2.6797 -4.6160 4.6546  0.061
H: 2.0576 -6.0050 5.4543  -0.076
H: -3.8566 0.1286 -1.0733  -0.419
H: -5.5109 -0.4129 -2.9382  0.529
H: -3.8546 -0.5989 -3.2459  0.340
H: -4.6311 0.7649 -4.0441  0.029
H: -6.2576 1.8215 -1.7460  0.485
H: -5.3411 1.9184 -0.1650  0.317
H: -6.2912 0.5707 -0.6510  0.370
I: -0.1732 9.1453 1.8812  0.069
C: -0.7633 9.3936 3.8979  -0.794
I: 0.7499 9.2118 5.2141  0.093
H: -1.3851 8.5658 4.1278  0.268
H: -1.3233 10.3398 3.9657  0.353
O: -0.6831 5.3263 3.2211  -0.567
H: 3.7252 3.5949 0.4280  -0.333
F: 0.2888 5.8693 -4.0422  -0.153
C: -0.1174 4.6276 -4.3485  0.194
F: -1.3306 4.7926 -4.7216  -0.126
F: 1.0191 5.0071 -0.9646  -0.673

As for the spin multiplicity: 2. The calculation puts the HOMO-LUMO gap (spin up / spin down) at 5.6 / 6.2 eV. Its net charge is -1. The HOMO energy (spin up / spin down) comes out at -0.1387 / -0.1612 Ha. The expectation value of S² is 1.76.